A 19-piece molecular cluster, C76H140O44S13 overall in a non-equilibrium geometry, computed with ωB97M-V/def2-TZVPD.

XYZ file:
```
273
Properties=species:S:1:pos:R:3:forces:R:3:mulliken_charge:R:1
C -0.022472 1.986023 -3.878670 -0.672 -1.291 -1.596 -0.8332
C 0.608588 0.613302 -4.294477 -0.562 -0.245 -0.495 0.0384
C 2.028422 0.475329 -5.002675 -1.188 0.695 2.379 -0.0977
O 2.653745 -0.566448 -4.237632 0.162 -0.260 0.961 -0.4732
C 1.991081 -0.773045 -3.089430 -1.632 0.020 -0.320 -0.3744
O 2.346092 -1.434444 -2.159993 0.913 -0.341 0.141 -0.1348
O 0.736885 -0.246796 -3.102582 1.258 0.820 -0.941 0.6640
H 0.426501 2.528430 -3.092229 1.087 0.318 0.815 -0.2194
H -1.069545 1.842360 -3.588219 0.110 -0.402 0.140 0.0585
H -0.125424 2.660216 -4.733465 0.455 -0.168 -0.061 0.7918
H -0.058745 0.041512 -4.963149 -0.108 0.564 0.421 0.2919
H 2.598028 1.370353 -4.812062 0.268 0.351 -0.552 -0.1661
H 1.967993 0.125776 -6.004970 -0.094 0.098 -0.784 0.4667
C -4.094107 0.382710 -3.650193 -0.547 0.579 -0.185 -1.6336
C -5.221334 -0.384930 -4.361504 0.678 -1.501 2.702 0.7207
C -5.793491 0.371277 -5.511365 -0.029 -0.859 0.487 -0.5455
O -5.882671 -0.597429 -6.552892 -0.373 0.633 0.098 -0.4419
C -5.148086 -1.695488 -6.230319 -0.260 1.715 0.573 0.3120
O -4.970957 -2.567185 -6.987715 0.360 -1.674 -0.706 -0.5001
O -4.659631 -1.576394 -4.979018 -0.024 0.106 -0.553 0.1552
H -3.765342 -0.059392 -2.710760 0.080 -0.182 -0.252 -0.3111
H -4.383976 1.416965 -3.414839 -0.454 -0.264 0.145 0.5575
H -3.284556 0.570999 -4.352344 0.356 -0.497 -0.084 0.7712
H -5.910984 -0.842091 -3.586571 0.293 1.120 -0.996 0.1671
H -5.066557 1.121217 -5.695763 0.517 0.914 -1.068 0.3539
H -6.726083 0.826014 -5.245108 -0.739 0.060 -0.305 0.3325
C 3.969336 6.476608 -2.596899 0.118 -1.811 1.100 -1.1941
C 4.040538 6.309592 -4.069568 0.445 0.288 -2.109 0.4035
C 5.096790 5.311612 -4.657893 0.618 1.446 2.214 -0.2630
O 4.380360 4.218128 -5.143614 -0.888 -0.511 -1.030 -0.3603
C 3.041128 4.469680 -5.128632 0.965 1.420 1.697 0.6380
O 2.165726 3.751746 -5.460894 -0.160 -0.547 -0.667 -0.4683
O 2.826467 5.678411 -4.526396 -0.434 -0.120 -0.407 -0.2584
H 3.841784 5.452196 -2.150943 -0.159 0.947 -0.310 0.1098
H 3.110888 7.087239 -2.377926 -0.258 0.316 0.384 0.4161
H 4.871992 6.848553 -2.105605 -0.023 0.357 -0.440 0.3890
H 4.113959 7.313877 -4.583141 -0.131 -1.052 0.421 0.2968
H 5.710418 4.981279 -3.820053 0.061 -0.281 -0.088 0.0043
H 5.768141 5.819673 -5.344399 -0.294 -0.367 -0.718 0.3526
C -1.239350 5.784772 -5.502260 -0.162 -1.679 -0.600 -1.4307
C -1.134915 6.074699 -4.009617 -0.124 -0.749 -0.588 0.6088
C -2.353784 6.888481 -3.530090 -0.272 -0.023 -0.425 -0.4113
O -3.202359 5.853042 -2.995932 -0.821 0.799 0.233 -0.4277
C -2.531212 4.754017 -2.778278 0.828 -2.472 1.457 -0.2711
O -2.945073 3.763942 -2.168432 0.587 1.860 -1.318 -0.2423
O -1.271735 4.840483 -3.262049 -0.706 -0.001 -0.027 0.4665
H -2.244155 5.324511 -5.754886 1.067 0.564 0.260 0.3426
H -0.432501 5.142848 -5.973956 -0.806 0.414 1.146 0.1905
H -1.127117 6.705944 -6.020887 -0.242 1.014 -0.506 0.5053
H -0.146105 6.442341 -3.784713 0.056 0.448 0.372 0.1857
H -2.942300 7.310210 -4.358774 0.498 0.011 0.164 0.3410
H -2.188459 7.665708 -2.775706 0.190 -0.446 -0.009 0.2337
C 8.330182 -2.535978 2.283389 -0.814 -0.177 1.388 -1.1994
C 8.768694 -3.268738 1.051329 -1.342 1.550 -0.518 0.5956
C 8.758655 -4.788420 1.205861 -0.377 0.411 -0.093 -0.5470
O 7.975760 -5.291240 0.122201 0.010 0.744 -0.932 -0.3774
C 7.410774 -4.251998 -0.545353 0.722 1.405 1.823 0.5963
O 6.624059 -4.311509 -1.414536 -1.241 -1.089 -1.642 -0.5018
O 7.762902 -3.032475 -0.053367 1.777 -1.445 1.312 -0.2290
H 7.432485 -2.902219 2.757714 -0.436 -1.005 -0.253 0.1404
H 8.004658 -1.513756 2.211285 0.683 0.792 -0.761 0.1043
H 9.064890 -2.630239 3.080096 0.472 0.186 -0.131 0.4718
H 9.709775 -2.772491 0.756543 -0.239 -0.836 -0.433 0.3389
H 8.234847 -5.121966 2.091849 0.138 0.199 0.436 0.3030
H 9.759447 -5.163519 1.172890 0.497 -0.588 -0.138 0.3857
C 0.763010 -0.019415 0.502743 1.175 -0.351 -0.714 2.0379
C -0.581339 0.453376 0.852089 -2.534 -0.222 1.377 1.2071
C -1.410375 0.810346 -0.371966 1.165 1.212 0.136 0.6422
O -2.097192 -0.345125 -0.736299 -1.204 -1.604 0.071 0.4367
C -2.172718 -1.194158 0.334472 2.317 0.758 -0.156 -0.7683
O -2.636741 -2.298133 0.366270 -0.444 0.597 -0.304 0.5572
O -1.426668 -0.668129 1.326941 -0.318 -0.641 0.314 -0.0332
H 1.208587 -0.672897 1.256974 -0.280 -0.069 -0.023 -0.6100
H 1.377054 0.884369 0.522011 0.273 -0.153 -0.409 -0.8983
H 0.774479 -0.497815 -0.517859 0.205 0.434 1.081 -0.9321
H -0.646700 1.171593 1.712645 0.494 -0.547 -1.045 -0.7149
H -0.767300 1.146693 -1.152215 0.645 -0.305 -0.992 -0.7830
H -2.048324 1.649595 -0.270890 -1.297 0.623 0.616 0.3357
C 6.872556 4.335553 1.156811 0.465 2.079 0.612 0.8520
C 8.160302 3.581809 0.824788 0.425 -1.258 -0.240 -0.4856
C 9.472186 4.383310 0.922821 -0.928 1.919 0.789 -0.7759
S 8.867117 6.140515 1.205152 -0.491 -1.144 -3.141 1.1493
O 9.460048 7.013451 0.220225 0.266 -0.005 0.320 -0.6765
O 8.826746 6.495798 2.565674 0.471 0.327 2.403 -0.6313
C 7.183312 5.808270 0.715927 -0.677 -0.848 0.539 -0.8802
H 6.683423 4.387977 2.262547 0.013 -0.404 -1.005 0.1958
H 5.979765 3.999340 0.601707 0.581 -0.040 0.437 -0.8544
H 8.116049 3.255026 -0.214744 -0.215 -0.051 -0.073 0.2358
H 8.240422 2.674850 1.408706 -0.051 -0.296 0.220 0.3450
H 9.964500 4.414406 -0.029584 0.363 0.087 -0.344 0.3473
H 10.209043 4.219117 1.715561 -0.465 -0.426 -0.005 0.3985
H 7.128151 5.924166 -0.354749 -0.033 0.036 -0.396 0.2323
H 6.522517 6.513873 1.221506 0.206 0.137 -0.133 0.6223
C 0.566897 2.079039 6.735356 0.120 1.475 -1.298 -1.3324
C -0.845604 2.619471 6.334354 0.341 -1.610 0.033 0.3538
C -0.690979 3.845598 5.460356 0.650 -0.252 0.276 -1.2647
S 0.662220 3.337200 4.387229 0.428 -0.153 -2.025 1.2079
O 1.527090 4.509071 4.202411 -0.531 -1.139 0.071 -0.9261
O 0.187004 2.610413 3.170036 0.389 1.529 1.838 -0.4469
C 1.425665 2.072329 5.460978 -0.516 1.464 -0.120 0.4983
H 0.630364 1.069954 7.082120 -0.505 -0.425 0.881 0.5323
H 0.964893 2.830950 7.414951 0.332 -0.409 0.410 0.3799
H -1.407889 2.862561 7.223304 -0.397 -0.174 0.087 0.6952
H -1.336093 1.816210 5.755993 -0.105 0.426 0.400 -0.7020
H -0.309129 4.704163 6.074618 -0.478 -0.537 -0.904 0.3438
H -1.586440 4.038301 4.847547 0.560 0.267 0.473 0.4983
H 2.438457 2.408110 5.568010 0.554 0.237 0.320 0.5827
H 1.432935 1.146612 4.927282 -0.362 -0.484 -0.358 -0.8300
C 4.757499 0.171104 -0.236782 0.399 0.951 -1.288 0.8223
C 5.754867 -0.074107 -1.430390 1.000 -0.012 1.713 -1.0313
C 5.404874 0.875024 -2.567557 0.226 -0.496 -0.668 -0.9452
S 4.533006 2.205932 -1.806041 -2.960 2.018 0.367 0.9647
O 3.114290 2.148893 -2.209323 1.347 -0.676 0.344 -0.5341
O 5.096796 3.544248 -1.982858 0.686 -1.110 0.004 -0.5553
C 4.686343 1.686312 -0.088251 1.413 -0.324 -0.542 0.0597
H 5.137183 -0.240349 0.663626 0.216 -0.715 0.672 0.7795
H 3.779088 -0.161552 -0.509030 -0.710 -0.677 -0.010 -1.2963
H 5.848767 -1.148155 -1.684242 -0.278 0.710 -0.170 0.3546
H 6.750870 0.236603 -1.027399 -0.557 -0.380 -0.290 0.3306
H 4.801973 0.340617 -3.338726 0.231 0.922 0.459 0.2450
H 6.249864 1.429688 -2.983386 0.158 -0.639 -0.318 0.7561
H 3.955053 2.134700 0.536708 -1.329 0.061 0.119 -0.3376
H 5.591637 2.061767 0.407789 0.234 -0.129 -0.754 0.2753
C -1.312504 -3.553691 3.791733 -0.258 0.886 -0.384 0.6252
C -2.306857 -2.484759 4.275910 1.105 -0.435 1.072 0.5355
C -1.540949 -1.724881 5.387289 0.777 -0.904 0.199 -1.9003
S 0.142583 -1.467036 4.610927 -0.732 0.362 0.447 1.1392
O 1.222371 -1.517238 5.591960 -0.628 -0.168 -0.304 -0.9879
O 0.122162 -0.287200 3.755190 -0.067 -0.634 0.269 -0.0113
C 0.086202 -2.961648 3.594232 -1.108 0.438 -0.150 -0.4857
H -1.664058 -3.964872 2.850565 -0.063 -0.273 0.007 -1.1856
H -1.314521 -4.282388 4.570714 0.178 -0.906 0.375 0.8070
H -3.215637 -3.019795 4.545559 -0.057 0.393 0.596 0.9736
H -2.575840 -1.779549 3.532805 -0.029 0.740 -0.828 -0.6102
H -1.286053 -2.311307 6.301911 -0.312 -0.002 -0.745 0.5263
H -2.000792 -0.813885 5.740003 0.056 0.510 -0.360 0.3548
H 0.866139 -3.649681 3.845364 0.660 -0.105 0.088 0.8101
H 0.119471 -2.628934 2.563028 0.540 0.202 -0.122 -0.4428
C -5.584184 -4.864860 -1.855441 0.855 1.895 0.497 1.2192
C -5.839466 -4.114793 -3.194802 0.354 -0.989 -0.844 0.5260
C -5.393598 -5.051389 -4.426660 0.074 1.626 2.598 -0.7821
S -4.546138 -6.358367 -3.642917 -1.695 -2.098 0.412 1.0329
O -3.195722 -6.121098 -3.272512 1.588 1.149 0.396 -0.5600
O -4.806499 -7.570102 -4.361754 -0.146 -0.515 -0.419 -0.8478
C -5.512685 -6.313854 -2.111492 0.779 -0.643 -0.712 -0.9939
H -6.327049 -4.536916 -1.134054 -0.179 -0.317 0.077 0.0220
H -4.623913 -4.510511 -1.434592 -0.265 -0.186 -0.208 -0.7421
H -5.289166 -3.170546 -3.217521 -0.309 -0.155 -0.063 -1.0124
H -6.907270 -3.951353 -3.268365 -0.145 0.342 -0.233 0.6326
H -4.786923 -4.550037 -5.122130 0.962 0.680 -0.964 0.3372
H -6.191405 -5.517754 -4.928365 -1.129 -0.474 -0.525 0.4113
H -4.949917 -6.923245 -1.407303 -0.169 0.097 0.183 0.2260
H -6.479440 -6.733425 -2.300205 -0.545 -0.461 -0.247 0.4004
C 2.093778 4.496363 0.901198 -1.650 -0.971 1.321 0.3154
C 1.416256 3.695498 -0.264176 0.345 1.681 0.584 1.1857
C -0.102363 3.855608 -0.120357 0.389 -3.586 1.923 1.6326
S -0.352274 5.450377 0.380379 -0.526 2.132 -0.618 1.6883
O -1.486562 5.602810 1.252944 -0.110 -0.158 0.345 -0.7907
O -0.331061 6.253157 -0.837898 -0.105 0.004 0.279 -0.7320
C 1.207923 5.735105 1.177460 0.613 0.147 0.467 -1.1502
H 3.147113 4.693257 0.789212 0.288 0.376 -0.539 0.3723
H 2.049035 3.860406 1.836403 -0.059 0.615 -1.028 -0.7030
H 1.751027 2.700661 -0.148606 0.057 -1.081 -0.485 -1.0947
H 1.737800 4.119092 -1.217894 -0.055 -0.296 -0.052 -0.2125
H -0.581813 3.119250 0.620543 1.107 1.304 -0.342 -1.5001
H -0.662479 3.622718 -0.971824 -0.669 0.227 -1.759 0.0579
H 1.039361 5.888991 2.254153 0.117 0.049 -0.443 0.4167
H 1.541396 6.649379 0.674383 0.139 -0.129 0.314 0.6295
C 2.699554 -4.220193 -0.833061 1.089 0.737 -2.102 0.1053
C 3.086261 -5.733856 -0.558402 -0.406 0.994 0.716 -0.5168
C 4.192840 -5.806235 0.537419 -1.535 -0.972 -0.871 -0.6045
S 4.119410 -4.278417 1.290517 3.527 1.833 0.907 1.1108
O 5.440763 -4.032096 1.904991 -1.275 0.014 -0.807 -0.7340
O 2.996135 -4.136824 2.139669 -2.072 -0.033 1.309 -0.4547
C 3.770748 -3.299807 -0.160237 -0.264 -0.725 -0.307 0.8594
H 1.685598 -3.928608 -0.518366 0.403 -0.338 -0.155 -0.3812
H 2.846190 -4.028820 -1.979024 -0.803 -0.273 2.127 0.0922
H 3.548119 -6.129847 -1.445509 -0.429 -0.476 -0.418 0.6239
H 2.155816 -6.241883 -0.233481 0.810 -0.131 -0.406 -0.2337
H 5.178148 -5.799738 0.108413 0.433 -0.515 -0.234 0.2146
H 4.001684 -6.628983 1.238761 0.415 0.403 -0.049 0.5576
H 4.644799 -3.288423 -0.824604 -0.032 0.215 0.475 -0.2214
H 3.452415 -2.280410 0.135884 0.081 -0.781 -0.219 -0.5195
C -8.491432 2.443767 0.153406 0.329 0.413 2.039 -1.0410
C -7.422880 3.245975 -0.512290 1.257 1.447 -0.821 -0.0962
C -6.954005 2.537084 -1.831447 0.860 0.342 0.888 -0.4005
S -7.293343 0.816421 -1.365452 1.754 -1.031 -0.843 1.0175
O -6.106449 -0.050886 -1.319195 -1.041 0.975 0.132 -0.0948
O -8.371612 0.451800 -2.252533 -0.330 -0.400 0.035 -0.7655
C -7.961494 1.052646 0.273037 -1.050 -0.989 -1.406 -0.3345
H -9.378421 2.415948 -0.433723 -0.818 0.206 -0.481 0.3759
H -8.724741 2.859811 1.156468 -0.036 -0.202 -0.599 0.3981
H -6.496729 3.391913 0.094952 -0.747 -0.531 -0.087 -0.3044
H -7.768403 4.268043 -0.633283 -0.057 0.159 -0.563 0.5623
H -5.844442 2.723047 -1.936627 -1.256 -0.373 -0.264 -0.0890
H -7.536008 2.696939 -2.773222 0.503 0.079 0.988 0.4127
H -7.239466 0.837768 1.032146 0.380 -0.104 0.489 -0.2101
H -8.786379 0.326531 0.209273 0.383 -0.044 0.684 0.5935
C -0.572549 -4.168633 -2.862004 -1.900 -1.950 0.476 0.8534
C -1.374724 -2.924085 -2.516195 2.150 1.033 -1.066 1.8055
C -2.037049 -2.502831 -3.838744 0.369 0.292 0.948 1.1718
S -1.002501 -3.089033 -5.149745 0.301 0.384 -1.995 1.3828
O -0.334209 -1.988489 -5.886988 -0.879 -1.333 1.318 -0.7694
O -1.751594 -4.068118 -5.909446 0.112 0.379 0.034 -0.7174
C 0.145554 -4.012188 -4.157262 1.291 -0.046 -0.790 -1.0303
H -1.289854 -4.982511 -3.051797 0.004 0.140 0.239 -0.0643
H 0.031595 -4.541833 -2.059557 0.658 0.109 0.427 -0.6148
H -0.592810 -2.178958 -2.207150 -0.892 -0.149 -0.321 -1.1840
H -2.072019 -2.976090 -1.718391 -0.600 -0.496 0.572 -0.0017
H -2.006455 -1.447641 -3.939362 -0.294 1.081 -0.069 -0.5115
H -3.053632 -2.853102 -3.962128 0.112 -0.259 -0.167 -0.7005
H 1.092477 -3.426592 -4.043816 -0.576 -0.646 -0.397 0.1329
H 0.208119 -4.987662 -4.737699 0.512 1.271 0.831 0.6195
C -5.510377 -2.926231 0.909214 -0.535 -0.084 0.506 1.2788
C -7.031511 -3.111456 1.208288 0.089 -0.120 1.309 -0.8505
C -7.179944 -3.173181 2.758500 0.217 0.430 -0.547 -1.1034
S -6.146527 -1.832963 3.304812 -0.957 1.914 -1.993 1.2599
O -5.672543 -2.052532 4.618585 0.691 -0.318 1.597 -0.7747
O -6.857284 -0.548997 3.029084 0.886 -1.812 0.164 -0.7599
C -4.887011 -2.035955 2.028645 -0.580 0.121 -0.772 1.6509
H -5.373434 -2.454760 -0.054716 0.038 0.072 -0.201 -0.2686
H -5.036289 -3.923669 0.904286 -0.200 0.810 0.080 -0.7004
H -7.444417 -4.049923 0.837341 0.103 0.183 -0.417 0.5369
H -7.623003 -2.260864 0.871703 0.014 -0.076 -0.275 0.0407
H -6.810357 -4.102042 3.197457 0.122 0.109 -0.084 0.3314
H -8.158550 -2.932645 3.161121 -0.262 -0.138 -0.156 0.5860
H -4.008376 -2.484409 2.420853 0.361 -0.659 0.585 -1.2983
H -4.550031 -1.050759 1.689887 -0.552 0.001 0.025 -0.1172
C -0.828656 -7.243025 1.462446 0.302 -0.128 -1.582 -1.1746
C -0.732282 -5.919652 0.644582 -0.614 0.898 1.364 0.5992
C -2.175060 -5.548063 0.213455 0.546 -0.932 -1.033 0.6745
S -3.276704 -6.270179 1.371832 -0.199 -0.877 1.125 1.0906
O -4.076789 -7.262883 0.699078 0.095 -0.371 0.016 -0.8186
O -4.012486 -5.267248 2.118586 0.650 -0.189 0.261 -0.5601
C -1.938893 -7.080991 2.430580 -2.024 0.574 -0.380 -0.4551
H 0.129873 -7.378551 1.923509 0.443 -0.360 0.441 0.5780
H -1.037725 -8.100868 0.812952 0.162 0.100 -0.012 0.3545
H -0.095516 -5.967673 -0.237437 0.089 -0.088 0.217 0.0011
H -0.326798 -5.188918 1.398529 -0.209 -0.264 -1.012 -0.3016
H -2.364475 -6.103815 -0.715841 -0.130 0.140 0.105 0.3989
H -2.526580 -4.542776 0.043452 0.557 0.605 0.236 -1.1479
H -2.370080 -7.966057 2.928432 0.296 0.398 -0.363 0.4641
H -1.745757 -6.285091 3.121569 0.226 0.259 0.745 0.1261
C 4.509731 -0.955900 5.490860 -0.253 0.920 0.476 -0.5594
C 4.267184 -1.749195 4.201375 -0.747 -0.440 0.681 -0.1897
C 3.646589 -0.743714 3.239037 -0.641 -0.144 -0.940 1.9218
S 4.750345 0.607900 3.337892 -0.461 0.590 1.922 0.7134
O 4.173575 1.850708 2.856723 0.241 -0.486 0.256 -0.5584
O 6.025252 0.162434 2.866149 1.165 -0.069 -1.379 -0.5826
C 4.992746 0.455075 5.139284 1.265 0.734 -0.963 -0.9972
H 5.248638 -1.428133 6.154471 -0.601 -0.008 -0.059 0.5532
H 3.544312 -0.714557 5.985004 0.522 -1.041 0.009 -0.0103
H 3.634383 -2.626003 4.394694 -0.202 0.486 -0.091 0.2883
H 5.180970 -2.194404 3.846647 0.440 0.222 -0.536 -0.0370
H 2.646216 -0.345584 3.539116 0.636 -0.561 -0.202 -0.9999
H 3.661983 -1.009642 2.165466 -0.288 -0.209 0.539 -0.5541
H 4.489233 1.241356 5.662528 -0.442 0.375 0.301 0.4592
H 6.084028 0.658746 5.210167 -0.663 -0.369 0.153 0.5200
C -4.298873 2.836336 1.988563 0.254 0.379 -1.776 -0.2366
C -5.296056 3.531336 2.849990 -2.079 -0.905 0.680 -0.8300
C -5.597861 2.484899 3.996635 0.603 0.917 -0.787 -0.3697
S -3.919932 2.037333 4.461136 -0.603 -1.673 0.355 1.0347
O -3.785656 0.626063 4.780906 -0.046 0.399 -0.435 -0.4851
O -3.523744 2.953171 5.496732 0.275 0.761 -0.146 -0.7458
C -3.142939 2.409292 2.848197 0.656 -1.109 0.077 0.2849
H -3.885504 3.483394 1.198295 -0.299 -0.055 0.098 0.3314
H -4.824172 2.004373 1.463834 0.615 0.161 0.467 -0.2226
H -6.227640 3.746574 2.300340 0.290 -0.074 0.198 0.3546
H -4.957148 4.465124 3.247787 0.425 0.520 0.373 0.3696
H -6.065609 1.586704 3.615159 -0.173 -0.221 -0.227 -0.0062
H -6.165045 2.867490 4.847941 0.397 -0.039 -0.010 0.5594
H -2.578939 1.553853 2.354002 -0.646 0.864 1.324 -0.2791
H -2.459366 3.226339 3.094729 -0.021 -0.037 -0.458 -0.0126
```
Forces are in eV/Å.

As for the LUMO energy: 0.0050 Eh. The calculation puts the HOMO-LUMO gap at 10.09 eV. The HOMO energy is -9.951 eV. As for the largest force on an atom: 4.1 eV/A.